[1]
{"formula": "C15H22N2O4", "method": "the ωB97M-V functional and the def2-TZVPD basis", "species": ["C", "C", "C", "C", "C", "C", "C", "C", "C", "C", "C", "C", "C", "C", "C", "H", "H", "H", "H", "H", "H", "H", "H", "H", "H", "H", "H", "H", "H", "H", "H", "H", "H", "H", "H", "H", "H", "N", "N", "O", "O", "O", "O"], "coordinates": [[3.16985, 0.50520, -0.35084], [1.76367, 0.23082, -0.32106], [4.18955, -0.47369, 0.07223], [4.01602, -0.95988, 1.62085], [4.52697, -1.60860, -0.85954], [5.28140, -2.79291, -0.21077], [-0.51111, 1.24272, -0.38762], [-0.95969, 2.75684, -0.40814], [-1.19004, 0.58571, 0.97652], [-2.30868, -0.20092, 0.53102], [-2.28690, -1.29561, -0.33824], [-3.59521, 0.15795, 1.16312], [-3.40977, -2.15654, -0.54227], [-4.71902, -0.56307, 0.75575], [-4.69194, -1.65498, -0.17720], [4.68038, 1.71214, 0.28987], [3.11328, 1.63781, 1.37185], [3.42644, 0.66945, -1.46097], [5.04752, 0.22697, 0.14991], [4.99824, -1.87673, 1.66938], [2.71785, -0.96936, 2.01043], [4.57957, 0.02588, 2.31930], [5.34813, -1.18952, -1.65098], [3.62232, -1.97832, -1.57734], [6.26229, -2.53777, 0.29275], [4.77011, -3.45931, 0.50415], [5.57492, -3.66150, -0.95638], [1.39671, 2.37420, -0.58519], [-0.90543, 0.58035, -1.11742], [-1.73165, 1.45354, 1.55805], [-0.55813, -0.14581, 1.45177], [-1.24203, -1.44339, -0.84234], [-3.68316, 0.86604, 2.02789], [-3.36015, -3.18915, -1.01011], [-5.75234, -0.57171, 0.99788], [-6.58437, -2.21001, 0.13470], [-2.73289, 3.52881, -0.39747], [3.54265, 1.86411, 0.34472], [0.93580, 1.39145, -0.27926], [1.21677, -0.91507, -0.40976], [-0.24701, 3.66440, -0.17468], [-5.71499, -2.38387, -0.42051], [-2.25318, 2.72582, -0.84266]], "nbo_charge": [-0.17, 0.67, -0.25, -0.68, -0.42, -0.65, -0.15, 0.81, -0.42, -0.07, -0.21, -0.19, -0.27, -0.29, 0.31, 0.36, 0.37, 0.23, 0.19, 0.27, 0.26, 0.20, 0.20, 0.24, 0.21, 0.22, 0.23, 0.46, 0.24, 0.21, 0.25, 0.24, 0.21, 0.23, 0.19, 0.49, 0.49, -0.82, -0.66, -0.64, -0.56, -0.66, -0.69], "gap_ev": 8.49, "total_charge": 0, "relative_energy_ev": 8.8419, "homo_ev": -7.95, "e_lumo_ev": 0.539}

[2]
{"formula": "C4H7Cl2N3O", "method": "the ωB97M-V functional and the def2-TZVPD basis", "species": ["C", "C", "C", "C", "N", "N", "N", "O", "Cl", "Cl", "H", "H", "H", "H", "H", "H", "H"], "coordinates": [[-1.71645, 1.01608, 0.17033], [-0.78619, -0.38517, 1.85346], [-0.47000, -0.81550, -0.57229], [2.41784, 0.39392, -1.25023], [-1.31076, 0.23666, -0.83690], [-1.37351, 0.77600, 1.49364], [-0.53134, -1.27918, 0.80815], [1.48877, 0.58538, -0.32024], [-0.54271, -0.88395, 3.45548], [-0.01643, -1.81279, -1.80195], [-2.32355, 1.77011, -0.04670], [3.39006, -0.03715, -0.78430], [2.64098, 1.33948, -1.60789], [2.06270, -0.46683, -1.84418], [-1.22266, 0.46310, -1.89624], [-1.56905, 1.38759, 2.24101], [-0.13770, -2.28773, 0.93885]], "nbo_charge": [0.22, 0.49, 0.42, -0.32, -0.49, -0.49, -0.62, -0.32, 0.31, 0.30, 0.25, 0.31, 0.26, 0.18, 0.51, 0.48, 0.51], "spin_multiplicity": 3, "gap_ev": [6.25, 8.19], "total_charge": 2, "homo_ev": [-16.38, -17.99], "e_lumo_ev": [-10.130, -9.806]}

[3]
{"formula": "C2H6N3O2", "method": "the ωB97M-V functional and the def2-TZVPD basis", "species": ["C", "C", "N", "N", "N", "O", "O", "H", "H", "H", "H", "H", "H"], "coordinates": [[-0.22282, -0.02177, 0.79260], [0.82775, -0.53903, -1.45525], [0.00268, -1.52761, -2.22261], [1.50621, 0.44002, -2.34880], [-0.21644, 0.27505, -0.74226], [0.59797, -2.37328, -2.79235], [2.36719, 0.12280, -3.09105], [-0.62109, -1.06393, 1.07939], [0.91774, -0.09643, 0.95932], [-0.80252, 0.56571, 1.43293], [1.47281, -0.85164, -0.69026], [-0.01779, 1.27799, -0.84686], [-1.08652, -0.15193, -1.13645]], "nbo_charge": [-0.43, 0.10, 0.05, 0.11, -0.53, -0.11, -0.09, 0.26, 0.23, 0.26, 0.21, 0.47, 0.47], "spin_multiplicity": 3, "gap_ev": [6.43, 6.62], "total_charge": 1, "relative_energy_ev": 2.0894, "homo_ev": [-12.87, -13.98], "e_lumo_ev": [-6.441, -7.362]}

[4]
{"formula": "C8H7BrClN2", "method": "the ωB97M-V functional and the def2-TZVPD basis", "species": ["Cl", "C", "Br", "N", "C", "N", "C", "C", "C", "C", "C", "C", "H", "H", "H", "H", "H", "H", "H"], "coordinates": [[-2.91829, -0.11048, 2.17238], [-2.25497, -0.27924, 0.46514], [-3.60802, 0.47618, -0.87348], [-2.14698, -1.66841, 0.03410], [-1.01455, -2.33735, -0.18950], [0.13045, -1.73811, -0.43645], [0.22254, -0.30133, -0.21439], [1.41062, 0.37726, -0.33749], [1.54231, 1.67917, -0.01924], [0.43548, 2.38540, 0.42698], [-0.77948, 1.71494, 0.74897], [-0.88884, 0.34905, 0.34974], [-3.04217, -2.09220, -0.07683], [-0.91885, -3.47165, -0.33742], [1.06189, -2.10012, -0.47693], [2.24471, -0.09142, -0.65316], [2.44193, 2.10390, -0.21288], [0.62918, 3.49401, 0.70643], [-1.69100, 2.05288, 1.16105]], "nbo_charge": [0.04, 0.11, 0.08, -0.57, 0.39, -0.49, 0.13, -0.21, -0.16, -0.16, -0.13, -0.15, 0.45, 0.27, 0.45, 0.22, 0.23, 0.25, 0.24], "gap_ev": 9.03, "total_charge": 1, "relative_energy_ev": 0.0000, "homo_ev": -13.34, "e_lumo_ev": -4.306, "smiles": "Cl[C@]1(Br)[NH+]=CNc2ccccc21"}

[5]
{"formula": "C26H32N4O4S", "method": "the ωB97M-V functional and the def2-TZVPD basis", "species": ["C", "C", "N", "C", "C", "C", "C", "C", "N", "C", "C", "C", "C", "C", "C", "C", "C", "C", "N", "C", "O", "O", "C", "O", "C", "S", "N", "C", "C", "C", "C", "O", "C", "C", "C", "H", "H", "H", "H", "H", "H", "H", "H", "H", "H", "H", "H", "H", "H", "H", "H", "H", "H", "H", "H", "H", "H", "H", "H", "H", "H", "H", "H", "H", "H", "H", "H"], "coordinates": [[-2.06349, -0.11354, 2.31417], [-2.72470, -1.35188, 1.72057], [-1.89082, -2.12705, 0.80535], [-2.57248, -3.36940, 0.46426], [-3.79443, -3.15657, -0.42390], [-0.55787, -2.35168, 1.36032], [0.39529, -3.16334, 0.48631], [0.55580, -2.62535, -0.93621], [1.21471, -1.33160, -1.00070], [0.63083, -0.38016, -1.93588], [-0.50476, 0.41981, -1.35425], [-1.80486, 0.09920, -1.56464], [-2.87781, 0.87786, -1.04789], [-4.22835, 0.53129, -1.25990], [-5.18160, 1.34342, -0.72112], [-4.84683, 2.49590, 0.01486], [-3.54756, 2.86460, 0.23089], [-2.55393, 2.03449, -0.31136], [-1.23325, 2.33466, -0.12552], [-0.16515, 1.59549, -0.57283], [0.97332, 1.97030, -0.31077], [-5.98540, 3.11246, 0.42849], [-7.05806, 2.33172, -0.05954], [-6.54346, 1.22979, -0.77271], [2.54286, -1.24285, -0.67000], [3.44093, -2.60717, -0.38498], [3.02008, 0.01785, -0.56408], [4.32205, 0.47803, -0.36708], [4.46266, 1.76600, 0.14399], [5.71046, 2.32638, 0.34251], [6.85412, 1.60318, 0.02377], [8.13663, 2.05224, 0.17843], [8.33396, 3.33108, 0.72438], [6.71437, 0.32182, -0.50724], [5.47014, -0.23567, -0.70562], [-1.37539, -0.37258, 3.11453], [-2.83283, 0.53612, 2.72654], [-1.52152, 0.43301, 1.55070], [-3.07758, -1.98916, 2.55390], [-3.60065, -1.02959, 1.15169], [-1.87460, -3.99863, -0.08617], [-2.87602, -3.91983, 1.37442], [-3.51926, -2.56931, -1.29509], [-4.59805, -2.64816, 0.10107], [-4.16635, -4.12218, -0.75880], [-0.61905, -2.84871, 2.34565], [-0.10586, -1.36923, 1.50230], [0.07798, -4.20459, 0.41895], [1.36828, -3.16346, 0.97789], [-0.43332, -2.50872, -1.37661], [1.13278, -3.35665, -1.51805], [1.41007, 0.30780, -2.27575], [0.26394, -0.93301, -2.80910], [-2.05472, -0.76799, -2.15749], [-4.49067, -0.34690, -1.82383], [-3.29769, 3.74747, 0.79493], [-0.99757, 3.16577, 0.40534], [-7.66671, 1.97519, 0.78601], [-7.68482, 2.94515, -0.72557], [2.31934, 0.75760, -0.46011], [3.57655, 2.33558, 0.38424], [5.77425, 3.32576, 0.74392], [7.91942, 3.40696, 1.73544], [7.89504, 4.11206, 0.09374], [9.41323, 3.47087, 0.76807], [7.60676, -0.22641, -0.76388], [5.39163, -1.22553, -1.12097]], "nbo_charge": [-0.61, -0.22, -0.46, -0.22, -0.61, -0.23, -0.42, -0.22, -0.45, -0.23, -0.14, -0.08, -0.15, -0.21, 0.21, 0.28, -0.31, 0.28, -0.57, 0.64, -0.67, -0.47, 0.24, -0.47, 0.31, -0.27, -0.62, 0.11, -0.17, -0.32, 0.28, -0.50, -0.25, -0.24, -0.20, 0.21, 0.21, 0.20, 0.16, 0.19, 0.20, 0.16, 0.19, 0.20, 0.21, 0.17, 0.20, 0.20, 0.25, 0.20, 0.22, 0.24, 0.20, 0.22, 0.23, 0.23, 0.42, 0.16, 0.16, 0.44, 0.21, 0.22, 0.17, 0.17, 0.20, 0.22, 0.25], "gap_ev": 7.25, "total_charge": 0, "relative_energy_ev": 1.4110, "homo_ev": -7.24, "e_lumo_ev": 0.003, "smiles": "CCN(CC)CCCN(Cc1cc2cc3c(cc2[nH]c1=O)OCO3)C(=S)Nc1ccc(OC)cc1"}

[6]
{"formula": "C41H49O2P2Sb2Ti", "method": "the ωB97M-V functional and the def2-TZVPD basis", "species": ["Ti", "C", "C", "P", "C", "C", "C", "C", "C", "C", "C", "C", "C", "C", "C", "C", "C", "P", "C", "C", "C", "C", "C", "C", "C", "C", "C", "C", "C", "C", "H", "H", "H", "H", "H", "H", "H", "H", "H", "H", "H", "H", "H", "H", "H", "H", "H", "H", "H", "H", "H", "H", "H", "H", "H", "H", "C", "Sb", "C", "C", "C", "C", "C", "C", "C", "C", "C", "Sb", "C", "C", "H", "H", "H", "H", "H", "H", "H", "H", "H", "H", "H", "H", "H", "H", "H", "H", "H", "H", "H", "H", "C", "C", "O", "O", "H", "H", "H"], "coordinates": [[-0.07522, -0.86394, -0.39034], [0.93700, 1.25718, -3.44712], [1.64015, -0.10189, -3.36933], [2.03536, -0.72041, -1.69901], [2.59768, -2.43450, -1.86105], [3.07734, -3.05193, -0.70300], [3.54295, -4.35476, -0.75282], [3.54426, -5.04396, -1.96075], [3.07518, -4.43338, -3.11452], [2.59345, -3.13242, -3.07011], [3.43620, 0.11631, -0.95141], [4.52083, 0.50548, -1.73771], [5.65136, 1.03076, -1.13492], [5.71778, 1.13876, 0.24772], [4.65137, 0.72849, 1.03608], [3.50913, 0.22323, 0.43714], [-0.34417, 1.36638, -2.60438], [0.06493, 1.66438, -0.82406], [-1.41143, 2.22401, 0.06914], [-1.24785, 2.41315, 1.44331], [-2.24348, 3.01842, 2.18831], [-3.41056, 3.44129, 1.57032], [-3.57567, 3.27306, 0.20502], [-2.57492, 2.67354, -0.54991], [1.04451, 3.19926, -0.89831], [2.39533, 3.32381, -0.60536], [3.01737, 4.55491, -0.74423], [2.30384, 5.65754, -1.18337], [0.95344, 5.53623, -1.47765], [0.31956, 4.31698, -1.32966], [0.66213, 1.41694, -4.49284], [1.62741, 2.06631, -3.18736], [2.58200, -0.06846, -3.93531], [1.01601, -0.88098, -3.82833], [3.12884, -2.49562, 0.23846], [3.92472, -4.82750, 0.13907], [3.92510, -6.05174, -2.00403], [3.09358, -4.96538, -4.05394], [2.23724, -2.67660, -3.97819], [4.49593, 0.40216, -2.81144], [6.48516, 1.34307, -1.74191], [6.60416, 1.53799, 0.71091], [4.71115, 0.81441, 2.11059], [2.65044, -0.06791, 1.06301], [-0.97815, 0.47016, -2.75147], [-0.93492, 2.23296, -2.93904], [-0.30586, 2.14480, 1.91970], [-2.10600, 3.18215, 3.24180], [-4.17666, 3.92919, 2.14738], [-4.46751, 3.63749, -0.27770], [-2.69047, 2.59941, -1.62435], [2.97275, 2.48346, -0.26094], [4.06488, 4.64812, -0.50562], [2.79246, 6.61096, -1.28981], [0.39068, 6.39279, -1.81375], [-0.73802, 4.25305, -1.54099], [-3.35206, -2.83235, -1.64122], [-2.97034, -1.01409, -0.60683], [-4.44603, 0.19573, -1.53532], [-3.93412, -1.56553, 1.23602], [-3.89904, -0.59856, 2.36241], [-4.97537, 0.27245, 2.52060], [-5.05888, 1.12121, 3.60803], [-4.05071, 1.11575, 4.56195], [-2.97452, 0.26092, 4.41256], [-2.87856, -0.60322, 3.32443], [-1.74770, -1.57383, 3.29610], [0.13263, -0.95108, 2.44598], [1.23218, -2.69808, 2.94072], [0.90707, 0.40619, 3.87837], [-2.88203, -2.84743, -2.62354], [-4.43618, -2.90917, -1.76439], [-3.01458, -3.68150, -1.04708], [-4.85372, 0.87983, -0.80492], [-5.21543, -0.49095, -1.87354], [-4.05806, 0.74180, -2.38583], [-3.51006, -2.54228, 1.48647], [-4.96116, -1.73178, 0.90230], [-5.78483, 0.24456, 1.80745], [-5.92012, 1.75685, 3.72934], [-4.11909, 1.74866, 5.42909], [-2.21574, 0.22817, 5.17681], [-1.96965, -2.50931, 2.77591], [-1.44290, -1.83455, 4.31516], [1.21749, -2.79927, 4.02607], [2.26522, -2.62267, 2.60815], [0.75872, -3.56433, 2.48238], [0.85317, -0.10421, 4.83352], [0.32763, 1.31867, 3.92042], [1.94352, 0.63694, 3.65213], [-0.18288, -4.52101, -1.43421], [-0.34728, -3.10760, -1.06272], [-0.31936, -2.14966, -1.90015], [-0.48558, -2.72316, 0.15606], [-0.37324, -4.66446, -2.49416], [-0.82740, -5.14747, -0.82146], [0.85621, -4.79736, -1.21497]], "lowdin_charge": [0.58, -0.24, -0.29, 1.02, -0.35, -0.09, -0.05, -0.04, -0.04, -0.06, -0.39, -0.05, -0.03, -0.02, -0.05, -0.14, -0.32, 0.98, -0.42, -0.11, -0.04, -0.03, -0.04, -0.13, -0.34, -0.07, -0.04, -0.03, -0.03, -0.07, 0.13, 0.11, 0.11, 0.10, 0.10, 0.12, 0.13, 0.13, 0.11, 0.11, 0.13, 0.13, 0.12, 0.06, 0.08, 0.10, 0.08, 0.12, 0.12, 0.13, 0.10, 0.07, 0.12, 0.12, 0.12, 0.10, -0.25, 1.48, -0.24, -0.26, -0.28, -0.03, -0.05, -0.05, -0.04, -0.28, -0.26, 1.40, -0.25, -0.25, 0.03, 0.04, 0.02, 0.01, 0.03, 0.02, 0.07, 0.09, 0.12, 0.12, 0.12, 0.12, 0.06, 0.09, 0.04, 0.01, 0.02, 0.03, 0.01, 0.02, 0.08, -0.66, -0.17, -0.21, 0.12, 0.12, 0.10], "gap_ev": 5.71, "total_charge": 3, "relative_energy_ev": 0.1851, "homo_ev": -15.75, "e_lumo_ev": -10.041}

[7]
{"formula": "C4H12N2O2", "method": "the ωB97M-V functional and the def2-TZVPD basis", "species": ["C", "N", "C", "O", "C", "C", "N", "H", "H", "H", "H", "H", "H", "H", "H", "H", "H", "O", "H", "H"], "coordinates": [[-2.10251, -1.55181, -0.83226], [-1.08446, -1.59136, 0.26982], [-0.16135, -0.52203, 0.49790], [0.75998, -0.95994, 1.18335], [-0.53742, 0.84918, -0.18360], [-0.03285, 1.99313, 0.54751], [-0.10633, 0.81189, -1.61377], [-1.64715, -1.01896, -1.61575], [-2.40825, -2.60188, -1.14135], [-3.15101, -1.18414, -0.52853], [-0.86882, -2.53074, 0.46842], [-1.61620, 0.75435, -0.31737], [1.02844, 1.88804, 0.88515], [-0.47752, 2.12491, 1.58815], [-0.10507, 2.93548, 0.09993], [-0.27463, 1.72202, -1.98997], [0.93913, 0.46910, -1.64178], [2.74974, 0.69239, 0.34125], [3.60944, 0.49132, 0.61796], [2.23421, -0.06363, 0.60872]], "nbo_charge": [-0.45, -0.63, 0.70, -0.64, -0.15, -0.66, -0.85, 0.23, 0.21, 0.19, 0.40, 0.21, 0.27, 0.22, 0.22, 0.37, 0.39, -0.97, 0.46, 0.49], "gap_ev": 10.38, "total_charge": 0, "relative_energy_ev": 2.3843, "homo_ev": -9.48, "e_lumo_ev": 0.906, "smiles": "CNC(=O)[C@@H](C)N.O"}

The calculated total energy results, record by record, are as follows: -994.99661 -1315.66998 -394.01624 -3452.50173 -1928.13900 -3754.00886 -419.56086 hartree.